Density functional theory data (ωB97M-V/def2-TZVPD) for a molecular structure, C13H33ClIN2O2P2Y in a non-equilibrium geometry.

Positions of all 55 atoms, in Å:
C (-0.4493, 1.0142, -4.5204)
C (-0.3152, -0.0573, -3.5337)
H (-0.5882, 1.9514, -3.9611)
H (-1.2870, 0.7215, -5.1714)
H (0.3934, 1.1139, -5.2286)
O (-0.1521, 0.2364, -2.2831)
I (-1.0095, -3.1148, -0.9754)
Y (0.5580, -0.5208, -0.2793)
P (3.1411, -0.5954, -1.3140)
C (3.9023, 0.7967, -0.3778)
C (4.3088, -1.9720, -1.1113)
H (5.3283, -1.7649, -1.4491)
H (4.6086, -0.0816, -3.2560)
H (3.9333, -2.8385, -1.6641)
H (2.9620, -0.6284, -3.7577)
H (3.5262, 0.7771, 0.6573)
H (4.3457, -2.2667, -0.0594)
C (3.5217, -0.0130, -3.0334)
H (5.0021, 0.7345, -0.3506)
H (3.1958, 1.0343, -3.1662)
H (3.5946, 1.7614, -0.8132)
P (-2.8929, -0.8086, -1.4673)
C (-3.3928, 0.5058, -0.2581)
C (-3.5095, 0.0581, -2.9587)
H (-4.0681, -2.8600, -1.9600)
H (-5.2053, -1.5633, -1.5260)
H (-4.2913, -2.4175, -0.2627)
C (-4.2460, -2.0239, -1.2792)
H (-3.0825, -0.3826, -3.8621)
H (-4.5979, -0.0440, -3.0066)
H (-4.4923, 0.6676, -0.2859)
H (-2.8824, 1.4497, -0.5546)
H (-3.2714, 1.1272, -2.9196)
H (-3.0763, 0.2018, 0.7603)
Cl (-0.1528, -1.6422, -4.1253)
C (-1.1666, 2.4640, 2.1965)
N (-0.4431, 1.6477, 3.1928)
C (-0.5037, 2.0657, 4.5867)
C (0.2424, 0.5950, 2.7602)
O (0.4918, 0.5538, 1.4824)
N (0.7318, -0.4074, 3.5163)
C (0.0946, -0.8356, 4.7435)
C (1.5849, -1.3855, 2.8683)
H (-2.2065, 2.0755, 2.0939)
H (-0.6486, 2.4097, 1.2213)
H (-1.1791, 3.5080, 2.5596)
H (-1.3518, 1.6093, 5.1124)
H (0.4246, 1.8293, 5.1135)
H (-0.6415, 3.1498, 4.6021)
H (0.2622, -1.9116, 4.8695)
H (0.4795, -0.3079, 5.6255)
H (-0.9878, -0.6678, 4.7044)
H (1.8535, -2.1542, 3.5998)
H (2.5227, -0.9162, 2.5176)
H (1.0817, -1.8775, 1.9877)

Net charge: +2
Lowest unoccupied orbital energy (eV): -6.756
HOMO (eV): -12.09
Kohn-Sham gap (eV): 5.33

These are the natural (NBO) partial charges, in e, on atoms 1 to 2: -0.749 0.590

Density functional theory data (ωB97M-V/def2-TZVPD) for a molecular structure, C13H33ClIN4P2W in a non-equilibrium geometry.

Positions of all 55 atoms, in Å:
C (-0.6377, -1.1175, 2.5506)
I (-0.8957, 1.2270, 3.3993)
H (-0.1068, -1.9826, 2.1312)
H (0.0479, -0.7846, 3.3662)
H (-0.7911, -0.4615, 1.6807)
W (1.8393, 1.2121, -1.1317)
P (-2.2282, -1.7317, 3.2172)
C (-2.1546, -1.5528, 4.9845)
C (-3.6190, -0.8690, 2.5093)
H (-4.4649, -0.9340, 3.2049)
H (-3.3063, -3.8629, 3.1776)
H (-3.8794, -1.3592, 1.5618)
H (-2.4586, -3.5008, 1.6414)
H (-1.8437, -0.5323, 5.2534)
H (-3.3779, 0.1816, 2.3201)
C (-2.3910, -3.4469, 2.7370)
H (-3.1529, -1.7545, 5.3907)
H (-1.5266, -4.0248, 3.0830)
H (-1.4309, -2.2694, 5.3879)
P (1.3455, 1.0245, -3.3864)
C (2.9333, 1.9095, -3.4744)
C (1.3801, -0.4185, -4.4637)
H (-0.7449, 1.5020, -4.4661)
H (0.5056, 2.7321, -4.8680)
H (-0.3322, 2.7557, -3.2745)
C (0.0739, 2.1170, -4.0679)
H (0.3823, -0.8842, -4.4411)
H (1.6310, -0.1196, -5.4916)
H (2.7660, 2.9270, -3.8568)
H (3.5580, 1.3485, -4.1818)
H (2.1115, -1.1469, -4.0880)
H (3.4809, 1.9774, -2.4988)
Cl (-0.3493, 1.4130, -0.5549)
C (2.6411, 0.5378, 2.1635)
N (2.6616, 0.9549, 0.7821)
C (3.8147, 0.3625, 0.0754)
N (5.1330, 0.7619, 0.7302)
C (5.0379, 0.3538, 2.1746)
N (3.8853, 0.9674, 2.8869)
C (4.0129, 2.4487, 2.7627)
N (4.0809, 2.9139, 1.3408)
C (2.8200, 2.4376, 0.6660)
C (5.2154, 2.2389, 0.6706)
H (2.6028, -0.5552, 2.1989)
H (1.7755, 0.9920, 2.6601)
H (3.8761, 0.6913, -0.9935)
H (3.7763, -0.7280, 0.1515)
H (5.9625, 0.6543, 2.6860)
H (4.9233, -0.7377, 2.2197)
H (3.1385, 2.9112, 3.2418)
H (4.9315, 2.7626, 3.2757)
H (2.9104, 2.7388, -0.4215)
H (2.0108, 2.9554, 1.1842)
H (6.1487, 2.5603, 1.1550)
H (5.2034, 2.5406, -0.3873)

Net charge: +3
Lowest unoccupied orbital energy (alpha / beta) (eV): -10.795 / -10.902
Spin multiplicity: 3
HOMO (alpha / beta) (eV): -17.64 / -17.66
Kohn-Sham gap (alpha / beta) (eV): 6.84 / 6.75

These are the natural (NBO) partial charges, in e, on atoms 1 to 2: -1.063 0.012

Asked for energy above the lowest of the compared OMol25 structures with the same formula, charge and spin across the records above, the calculation gives 0.00; 0.00 kJ/mol in order.